[1]
{
  "formula": "C3H11N2S",
  "method": "ωB97M-V/def2-TZVPD",
  "elements": ["C", "C", "C", "N", "N", "S", "H", "H", "H", "H", "H", "H", "H", "H", "H", "H", "H"],
  "positions_angstrom": [[-0.6269, -0.6534, 1.8021], [-0.2830, -0.6433, -0.7859], [0.2405, 0.7371, -1.0915], [0.5697, -1.6030, -0.7208], [-0.5766, 1.7877, -0.7305], [2.1020, 0.8767, -0.5825], [0.3335, -0.7591, 2.0507], [-1.2002, -0.2001, 2.5534], [-1.1837, -1.6286, 1.7434], [-1.2765, -0.6405, -1.0648], [0.3292, 0.8777, -2.2764], [1.4255, -1.2511, -0.5186], [0.3725, -2.5704, -0.7855], [-0.4573, 2.5418, -1.3539], [-0.6994, 1.8752, 0.2482], [-0.8937, -0.1180, 0.7533], [1.8245, 1.3710, 0.7596]],
  "forces_ev_per_a": [[-5.369, -0.662, -3.076], [2.356, 1.007, -1.855], [2.463, 0.515, -2.043], [-3.976, -0.049, -0.601], [-0.734, -1.475, -0.043], [-1.124, 0.835, 1.822], [3.814, -0.231, 0.478], [-0.505, 1.355, 1.035], [0.965, 0.536, -0.300], [-2.291, -1.230, -0.173], [-0.108, -1.221, 2.295], [4.172, 0.716, 0.686], [-0.325, -0.965, 0.122], [-0.207, 1.375, 0.213], [-0.161, 1.069, 0.682], [0.651, -0.753, 2.834], [0.378, -0.822, -2.076]],
  "nbo_charge": [-0.745, 0.244, -0.191, -0.613, -0.827, -0.103, 0.219, 0.247, 0.234, 0.252, 0.294, 0.422, 0.440, 0.413, 0.391, 0.159, 0.166],
  "homo_lumo_gap_ev": 8.60,
  "homo_energy_ev": -13.620,
  "total_charge": 1,
  "total_energy_ev": -17095.75902,
  "spin_multiplicity": 1,
  "e_above_lowest_kcal_mol": 75.0,
  "largest_force_ev_per_a": 6.2,
  "e_lumo_ev": -5.02
}

***

[2]
{
  "formula": "C3H11N2S",
  "method": "ωB97M-V/def2-TZVPD",
  "elements": ["C", "C", "C", "N", "N", "S", "H", "H", "H", "H", "H", "H", "H", "H", "H", "H", "H"],
  "positions_angstrom": [[1.5968, -1.3551, 0.5664], [0.9962, -0.8073, -0.7476], [-0.1398, 1.3632, -0.7039], [-0.0838, 2.6699, -0.6145], [0.9082, 0.6089, -0.7293], [-3.6070, -1.0014, 0.9956], [2.6528, -1.5520, 0.5424], [1.3818, -0.6608, 1.4828], [1.1487, -2.3090, 0.8113], [-0.0501, -1.2315, -0.9895], [1.5849, -1.0620, -1.5725], [-1.0818, 0.9679, -0.9446], [-0.8635, 3.2104, -0.8014], [0.6187, 3.2047, -0.1576], [-2.6505, -1.0265, 1.8821], [1.7846, 1.1050, -0.4116], [-4.1962, -2.1244, 1.3919]],
  "forces_ev_per_a": [[-1.138, 1.003, 1.506], [-2.194, -1.806, 1.045], [0.736, 0.484, -0.975], [0.767, -0.261, 0.732], [1.726, 2.273, 1.583], [-0.584, 0.496, -0.995], [0.542, 0.275, -0.290], [0.305, -1.147, -1.743], [-0.229, -0.182, 0.008], [1.531, 0.676, 0.652], [1.048, -0.543, -1.259], [-1.151, -0.824, -0.258], [-2.023, 0.852, -0.350], [1.038, 0.000, 0.111], [0.606, -0.214, 0.821], [-1.023, -0.830, -0.761], [0.044, -0.250, 0.175]],
  "nbo_charge": [-0.639, -0.233, 0.400, -0.713, -0.467, -0.297, 0.238, 0.217, 0.250, 0.228, 0.229, 0.228, 0.424, 0.421, 0.130, 0.415, 0.169],
  "homo_lumo_gap_ev": 8.99,
  "homo_energy_ev": -12.644,
  "total_charge": 1,
  "total_energy_ev": -17098.06764,
  "spin_multiplicity": 1,
  "e_above_lowest_kcal_mol": 21.8,
  "largest_force_ev_per_a": 3.3,
  "e_lumo_ev": -3.65
}

***

[3]
{
  "formula": "C3H11N2S",
  "method": "ωB97M-V/def2-TZVPD",
  "elements": ["C", "C", "C", "N", "N", "S", "H", "H", "H", "H", "H", "H", "H", "H", "H", "H", "H"],
  "positions_angstrom": [[3.3864, 0.3247, -0.1822], [-2.7718, -1.5654, -0.0272], [-0.8056, -0.2873, -0.1692], [-2.0573, -0.3103, 0.0407], [-0.1722, 1.0381, -0.0994], [-3.0911, 1.1269, 0.3605], [3.6201, 0.9336, 0.6847], [3.0703, 0.9631, -0.9985], [2.6143, -0.3993, 0.0610], [-2.0630, -2.3635, -0.2396], [-3.2660, -1.7693, 0.9227], [-3.5198, -1.5255, -0.8181], [4.2767, -0.2078, -0.4845], [0.7872, 0.9298, 0.2692], [-0.7250, 1.7097, 0.4648], [-0.0873, 1.4023, -1.0562], [-3.9885, 0.4648, 1.0889]],
  "forces_ev_per_a": [[-0.118, 0.159, 0.146], [-0.473, -0.998, -0.155], [1.025, -1.300, -0.370], [-0.558, 1.392, 0.336], [-0.379, 0.602, 0.340], [0.357, -0.106, -0.429], [0.024, 0.057, 0.124], [-0.048, 0.129, -0.221], [-0.103, -0.192, 0.039], [0.016, 0.146, 0.031], [0.044, 0.099, 0.021], [0.026, 0.104, 0.023], [0.139, -0.135, -0.072], [-0.327, 0.022, -0.146], [0.312, 0.157, 0.007], [0.071, 0.014, 0.068], [-0.008, -0.151, 0.260]],
  "nbo_charge": [-0.871, -0.421, 0.228, -0.453, -0.764, 0.147, 0.222, 0.202, 0.197, 0.259, 0.225, 0.236, 0.252, 0.476, 0.433, 0.462, 0.167],
  "homo_lumo_gap_ev": 10.39,
  "homo_energy_ev": -14.027,
  "total_charge": 1,
  "total_energy_ev": -17095.57008,
  "spin_multiplicity": 1,
  "e_above_lowest_kcal_mol": 79.4,
  "largest_force_ev_per_a": 1.7,
  "e_lumo_ev": -3.64
}

***

[4]
{
  "formula": "C3H11N3",
  "method": "ωB97M-V/def2-TZVPD",
  "elements": ["C", "C", "C", "N", "N", "N", "H", "H", "H", "H", "H", "H", "H", "H", "H", "H", "H"],
  "positions_angstrom": [[0.0530, 2.1526, -0.4080], [0.5350, -1.3954, 1.1307], [0.4454, -1.3398, -1.2598], [-0.5253, 1.6575, 0.8339], [-0.1982, -0.9396, -0.0304], [-1.6693, 1.1219, 0.6513], [-2.1142, 0.8861, 1.5415], [-1.1906, -0.1046, 0.1554], [1.1384, 2.0638, -0.3559], [-0.3170, 1.6420, -1.3028], [-0.2103, 3.2132, -0.5026], [1.4903, -1.0013, -1.3093], [0.0513, -1.0521, 2.0498], [1.5769, -1.0470, 1.1232], [0.5680, -2.4939, 1.1800], [0.4565, -2.4337, -1.3759], [-0.0898, -0.9298, -2.1210]],
  "forces_ev_per_a": [[0.248, -0.563, -0.316], [-0.692, 0.042, -0.141], [-0.993, 0.132, 0.037], [-2.724, 0.515, 0.178], [-1.904, 1.888, 0.698], [1.796, 1.457, 0.302], [0.406, 0.147, 0.377], [3.605, -3.645, -1.825], [-0.082, 0.049, 0.084], [-0.097, -0.067, 0.209], [0.040, -0.127, 0.296], [0.041, 0.104, 0.049], [0.135, 0.061, -0.020], [0.045, 0.084, 0.066], [0.036, -0.032, 0.044], [0.054, -0.020, -0.055], [0.086, -0.024, 0.017]],
  "nbo_charge": [-0.485, -0.410, -0.406, -0.011, -0.719, -0.418, 0.347, 0.399, 0.222, 0.212, 0.233, 0.162, 0.190, 0.161, 0.166, 0.165, 0.193],
  "homo_lumo_gap_ev": [6.87, 6.87],
  "homo_energy_ev": [-7.323, -7.323],
  "total_charge": 0,
  "total_energy_ev": -7755.60824,
  "spin_multiplicity": 1,
  "e_above_lowest_kcal_mol": 103.2,
  "largest_force_ev_per_a": 5.4,
  "e_lumo_ev": [-0.45, -0.45]
}

***

[5]
{
  "formula": "C3H11N3",
  "method": "ωB97M-V/def2-TZVPD",
  "elements": ["C", "N", "C", "H", "H", "H", "H", "H", "N", "C", "N", "H", "H", "H", "H", "H", "H"],
  "positions_angstrom": [[1.6543, -2.2776, 0.6590], [1.3613, -1.3136, -0.1712], [2.2829, -0.0903, -0.1062], [1.6680, -3.3034, 0.1610], [2.1460, -1.9645, 1.5934], [2.1187, 0.5002, 0.7646], [3.2425, -0.3357, -0.5694], [1.9164, 0.4061, -1.0142], [-1.0937, 0.4965, -1.1206], [-1.3435, 0.9827, 0.2797], [-2.6403, 1.8550, 0.5521], [-1.8271, -0.1917, -1.3146], [-0.1942, 0.0762, -0.9803], [-0.5776, 1.7012, 0.4096], [-1.3362, 0.1255, 1.0812], [-2.5168, 2.6135, -0.0927], [-3.5938, 1.4185, 0.1436]],
  "forces_ev_per_a": [[0.301, 1.761, -2.516], [2.380, -1.797, 0.629], [-2.675, -0.970, -2.431], [-1.033, 0.934, 1.708], [0.323, -0.951, -0.134], [0.716, 0.504, 0.720], [0.405, -0.398, 1.476], [-0.310, 0.955, 0.604], [-1.694, 0.915, 1.718], [-2.872, -0.619, 0.423], [-0.678, -2.799, -1.729], [0.798, -0.102, -0.152], [0.274, -0.954, -0.714], [0.918, 0.489, 0.833], [0.047, 1.659, -1.416], [0.087, 0.724, -0.271], [3.015, 0.648, 1.250]],
  "nbo_charge": [-0.063, -0.445, -0.488, 0.203, 0.152, 0.209, 0.223, 0.211, -0.847, -0.055, -0.840, 0.350, 0.374, 0.173, 0.157, 0.345, 0.343],
  "homo_lumo_gap_ev": 9.85,
  "smiles": "C=NC.NCN",
  "homo_energy_ev": -9.316,
  "total_charge": 0,
  "total_energy_ev": -7756.35648,
  "spin_multiplicity": 1,
  "e_above_lowest_kcal_mol": 86.0,
  "largest_force_ev_per_a": 3.7,
  "e_lumo_ev": 0.53
}

***

[6]
{
  "formula": "C3H11N3O",
  "method": "ωB97M-V/def2-TZVPD",
  "elements": ["C", "C", "C", "N", "N", "N", "O", "H", "H", "H", "H", "H", "H", "H", "H", "H", "H", "H"],
  "positions_angstrom": [[2.8006, -0.9755, -0.1144], [1.7995, 1.1085, 0.8520], [-3.4767, 0.4391, 0.2263], [1.1720, 0.1279, -1.3156], [-1.9688, -0.7910, -1.1066], [1.8019, 0.1597, -0.3023], [-2.5660, -0.5946, 0.2217], [2.2392, -1.7898, 0.1669], [3.2643, -1.1159, -1.0545], [3.4683, -0.6479, 0.6977], [1.6036, 0.3725, 1.5946], [2.8903, 1.4527, 0.9980], [1.1949, 1.9706, 0.6992], [-3.1265, 1.3792, -0.2928], [-3.7543, 0.7716, 1.2096], [-4.3767, 0.1275, -0.2048], [-1.1050, -0.2080, -1.0999], [-1.8606, -1.7865, -1.1752]],
  "forces_ev_per_a": [[0.643, 2.899, 1.340], [2.848, -0.388, -0.781], [0.433, 2.072, -0.923], [-1.313, 1.098, -0.269], [-0.910, 1.896, 0.805], [1.311, -0.988, -1.148], [1.670, -0.906, -0.062], [-1.093, -2.006, 0.668], [0.575, -0.130, -0.698], [0.208, -0.624, -0.439], [-0.713, 0.405, 1.559], [-1.637, -0.461, -0.217], [-0.911, 0.152, 0.037], [-0.101, -0.986, 0.246], [0.452, -0.326, 0.920], [-1.566, -0.375, -1.124], [-0.500, -1.183, -0.062], [0.602, -0.148, 0.147]],
  "nbo_charge": [-0.461, -0.457, -0.242, -0.290, -0.554, -0.056, -0.439, 0.208, 0.227, 0.185, 0.214, 0.203, 0.232, 0.162, 0.182, 0.163, 0.369, 0.353],
  "homo_lumo_gap_ev": 8.61,
  "homo_energy_ev": -7.874,
  "total_charge": 0,
  "total_energy_ev": -9801.89477,
  "spin_multiplicity": 1,
  "e_above_lowest_kcal_mol": 140.8,
  "largest_force_ev_per_a": 3.3,
  "e_lumo_ev": 0.73
}

***

Q: Number 3 is which compound?
A: C3H11N2S